ORCA calculation (wB97M-V/def2-TZVPD) on 2 unconnected molecules or ions with the total composition C10H13O2 in a non-equilibrium geometry.

Geometry as ORCA input:
```
! wB97M-V def2-TZVPD RIJCOSX def2/J DEFGRID3
* xyz -1 1
C -0.16 -3.15 -0.32
C 1.14 -2.34 -0.75
C -0.41 -2.70 1.27
O 0.66 -2.53 1.98
O -1.57 -2.54 1.44
H -1.09 -3.10 -0.79
H 0.09 -4.23 -0.27
H 1.26 -1.51 -0.04
H 1.13 -2.02 -1.77
H 2.04 -2.89 -0.60
C 1.05 2.45 -1.67
C -1.30 0.41 0.46
C -0.47 0.86 -0.57
C -1.40 1.27 1.63
C 0.12 2.13 -0.54
C -0.69 2.48 1.69
C -0.02 2.89 0.52
H -1.58 -0.63 0.44
H -0.47 0.18 -1.39
H -1.96 0.70 2.36
H -0.64 3.08 2.58
H 0.59 2.96 -2.52
H 1.33 1.48 -2.23
H 0.38 3.86 0.47
H 1.99 2.90 -1.37
*
```

* frontier orbital gap: 7.0 eV
* LUMO level: 3.30 eV
* total energy: -14675.96601 eV
* energy above the lowest of the compared OMol25 structures with the same formula, charge and spin: 158.2 kJ/mol

ORCA calculation (wB97M-V/def2-TZVPD) on 2 unconnected molecules or ions with the total composition C10H13O2 in a non-equilibrium geometry.

Geometry as ORCA input:
```
! wB97M-V def2-TZVPD RIJCOSX def2/J DEFGRID3
* xyz -1 1
C 0.07 1.92 0.62
C -0.27 -1.62 2.02
C -0.38 -1.19 3.36
C -0.19 -0.55 1.05
C 0.15 0.71 1.48
C -0.26 0.13 3.74
C 0.08 1.12 2.83
H -0.47 -2.63 1.81
H -0.81 -1.95 4.10
H -0.17 -0.86 -0.09
H -0.44 0.35 4.71
H 1.06 2.41 0.53
H -0.53 2.75 0.96
H 0.05 2.14 2.97
H -0.19 1.81 -0.49
C 0.77 -0.74 -3.20
C -0.50 -1.20 -2.44
C 0.59 0.82 -3.42
O 1.29 1.54 -2.71
O -0.19 1.07 -4.40
H 1.54 -0.96 -2.56
H 1.01 -1.34 -4.19
H -0.23 -2.05 -1.81
H -1.39 -1.43 -3.00
H -0.58 -0.23 -1.88
*
```

* frontier orbital gap: 7.1 eV
* LUMO level: 3.15 eV
* total energy: -14675.50757 eV
* energy above the lowest of the compared OMol25 structures with the same formula, charge and spin: 202.5 kJ/mol

Question: What is the frontier orbital gap in the second record?
Answer: 7.1 eV

What did the second record say?
ORCA calculation (wB97M-V/def2-TZVPD) on 2 unconnected molecules or ions with the total composition C10H13O2 in a non-equilibrium geometry.

Geometry as ORCA input:
```
! wB97M-V def2-TZVPD RIJCOSX def2/J DEFGRID3
* xyz -1 1
C 0.07 1.92 0.62
C -0.27 -1.62 2.02
C -0.38 -1.19 3.36
C -0.19 -0.55 1.05
C 0.15 0.71 1.48
C -0.26 0.13 3.74
C 0.08 1.12 2.83
H -0.47 -2.63 1.81
H -0.81 -1.95 4.10
H -0.17 -0.86 -0.09
H -0.44 0.35 4.71
H 1.06 2.41 0.53
H -0.53 2.75 0.96
H 0.05 2.14 2.97
H -0.19 1.81 -0.49
C 0.77 -0.74 -3.20
C -0.50 -1.20 -2.44
C 0.59 0.82 -3.42
O 1.29 1.54 -2.71
O -0.19 1.07 -4.40
H 1.54 -0.96 -2.56
H 1.01 -1.34 -4.19
H -0.23 -2.05 -1.81
H -1.39 -1.43 -3.00
H -0.58 -0.23 -1.88
*
```

* frontier orbital gap: 7.1 eV
* LUMO level: 3.15 eV
* total energy: -14675.50757 eV
* energy above the lowest of the compared OMol25 structures with the same formula, charge and spin: 202.5 kJ/mol

Question: What is the LUMO level in the second record?
Answer: 3.15 eV